Entry 1:
ORCA calculation (the ωB97M-V functional and the def2-TZVPD basis) on a cluster of 7 separate species, C29H52O10 in total at a distorted geometry.

The value obtained for the LUMO energy is 0.52 eV. Its gap between HOMO and LUMO is 9.744 eV. The largest force on an atom comes out at 2.85 eV/A. As for the molar mass: 560.73 g mol⁻¹. The SMILES is C#CC[C@](C)(CCOC(=O)CC)OC=O.CC(C)=O.CC(C)=O.CC(C)=O.CC(C)=O.CC(C)=O.CC(C)=O.

Geometry (Å):
H1 -3.760 0.711 -7.167
H2 4.912 -0.088 -0.911
H3 8.169 -4.882 1.367
C1 -0.257 -1.699 9.208
C2 -3.927 0.850 1.154
O1 -1.211 4.140 -3.802
C3 -3.862 0.931 -8.230
C4 -5.247 1.461 -8.502
H4 -3.044 3.464 -5.361
O2 -3.341 0.231 -5.033
C5 -2.114 0.787 -1.949
C6 2.462 1.216 -0.270
C7 -3.469 4.066 -4.525
H5 -1.371 2.011 -0.306
C8 4.206 -0.678 -0.324
C9 -0.964 1.108 3.944
H6 -0.815 2.529 -1.909
C10 0.978 -2.821 7.245
H7 -6.606 2.190 -9.977
O3 -1.990 0.900 -3.396
C11 -5.580 1.824 -9.928
O4 -6.060 1.591 -7.613
O5 -2.609 4.448 -2.084
H8 1.218 -1.888 3.369
H9 -5.491 0.944 -10.567
H10 -0.831 -0.966 3.482
H11 -3.117 1.680 -8.507
H12 0.083 -0.477 4.921
H13 -0.985 -0.126 -0.314
C12 -4.799 3.369 -4.061
C13 7.975 -3.864 1.711
H14 -5.309 3.942 -3.243
H15 -0.934 -2.545 9.339
H16 4.964 -2.384 2.831
O6 -1.027 1.411 2.770
C14 2.798 -0.217 -0.599
O7 6.239 -2.571 0.731
H17 1.888 -2.968 7.829
H18 -3.740 5.069 -4.935
C15 4.456 -3.172 3.390
C16 2.124 -2.223 2.868
O8 1.966 -0.968 -1.066
C17 -0.999 2.151 5.031
H19 0.351 -3.714 7.292
H20 5.080 -3.460 4.236
H21 -1.860 1.983 5.680
H22 -4.909 2.611 -10.278
O9 -0.015 -0.664 7.084
H23 9.071 -2.375 -0.454
C18 -1.727 2.182 -1.355
C19 -3.508 0.236 -1.467
H24 -3.655 -0.852 -1.649
C20 -0.843 -0.330 4.369
C21 3.129 -2.670 3.897
H25 8.906 -3.392 2.027
H26 -3.004 3.563 -0.267
H27 2.609 1.398 0.797
H28 1.418 1.411 -0.517
C22 -3.649 0.442 0.046
C23 -2.663 -0.084 -4.081
H29 -3.698 0.011 -8.796
H30 -4.114 1.012 2.222
H31 0.600 -1.799 9.877
C24 -2.880 3.242 -1.333
H32 4.305 -4.045 2.752
H33 -0.028 -0.078 -1.877
H34 -1.086 3.140 4.580
H35 -4.571 2.360 -3.635
H36 -3.875 2.855 -1.650
H37 7.558 -2.292 -1.374
H38 1.873 -3.054 2.207
H39 8.334 -3.865 -1.114
H40 -5.466 3.295 -4.951
H41 2.531 -1.393 2.287
H42 -1.695 -0.610 4.990
H43 4.305 -1.724 -0.605
C25 -1.026 -0.256 -1.429
H44 7.295 -3.906 2.562
C26 7.341 -3.060 0.604
O10 2.881 -2.630 5.087
C27 8.133 -2.889 -0.667
H45 1.256 -2.642 6.206
C28 0.214 -1.634 7.777
H46 -2.608 -1.175 -3.829
H47 -0.077 2.111 5.615
H48 4.429 -0.580 0.740
H49 -1.431 -1.281 -1.599
H50 -0.790 -0.781 9.456
H51 -4.298 0.806 -2.026
H52 3.092 1.890 -0.854
C29 -2.366 4.204 -3.437

Results of the Mulliken charge analysis, in e, for atoms 1 through 2:
1. H -0.044
2. H 0.419

Entry 2:
ORCA calculation (the ωB97M-V functional and the def2-TZVPD basis) on a cluster of 8 separate species, C29H53F3O17 in total at a distorted geometry.

The value obtained for the LUMO energy is -0.11 eV. Its gap between HOMO and LUMO is 8.670 eV. The largest force on an atom comes out at 5.61 eV/A. As for the molar mass: 730.72 g mol⁻¹. The SMILES is O=C1OC[C@@H](F)O1.O=C1OC[C@@H](F)O1.O=C1OC[C@@H](F)O1.CCOC(C)=O.CCOC(C)=O.CCOC(C)=O.CCOCC.CCOCC.

Geometry (Å):
O1 -0.574 -0.102 -0.308
H1 3.140 -2.006 4.325
H2 0.918 0.597 -1.248
O2 0.086 -3.473 -0.853
H3 3.021 -0.091 -2.102
C1 -7.151 0.224 0.382
H4 -0.972 -1.270 1.362
H5 -8.126 -0.155 0.078
O3 1.536 -4.688 0.302
C2 0.227 -4.281 0.224
C3 1.285 -3.085 -1.393
H6 -1.172 -1.826 -1.152
O4 -1.501 0.697 7.061
H7 2.290 -0.562 3.907
H8 -1.765 -4.055 -1.983
H9 3.248 -0.885 0.155
C4 -0.913 1.628 3.767
H10 0.236 0.508 -4.931
H11 -0.857 1.894 -1.698
H12 1.454 2.237 -0.808
O5 -4.801 -0.396 0.468
H13 1.314 -3.379 3.595
C5 -0.148 -0.382 -3.084
C6 1.621 1.397 -1.481
C7 1.123 -1.233 0.923
C8 -1.729 -1.849 -2.089
H14 -2.122 4.048 -3.545
H15 -6.926 1.045 -0.299
O6 4.029 1.597 -1.679
H16 -2.402 0.956 0.416
H17 -0.128 2.921 -0.376
O7 -0.705 -4.737 0.868
C9 1.053 -2.360 3.879
C10 5.992 2.887 -1.300
C11 0.096 4.090 -1.252
H18 -4.460 -0.215 -1.550
H19 0.387 -1.929 3.131
O8 -1.013 4.709 -0.659
F1 2.895 -3.089 0.253
C12 3.942 -1.224 2.047
H20 -0.454 -3.458 -2.909
C13 -0.319 -1.242 0.490
H21 -0.551 -0.426 2.961
C14 0.119 0.859 -3.906
O9 5.671 0.677 -0.427
H22 4.106 -0.197 2.372
H23 3.134 -4.338 -1.122
C15 -2.801 0.475 -0.477
F2 -2.934 3.527 -1.251
C16 2.304 -3.892 -0.574
F3 0.951 0.475 3.945
H24 1.292 -2.175 1.445
H25 -1.711 1.573 3.026
C17 -0.931 2.246 -0.669
H26 4.738 -1.743 2.581
C18 -1.507 -3.272 -2.696
H27 -2.751 5.490 -1.374
O10 2.678 -1.794 2.383
H28 5.073 -0.837 0.289
H29 -0.785 1.465 -3.842
H30 -1.051 5.439 -3.068
C19 4.147 -1.333 0.579
H31 0.634 -2.350 4.885
O11 -0.202 3.746 -2.456
H32 -0.528 -2.107 -0.139
C20 -6.150 -0.904 0.336
O12 0.761 -0.936 -2.504
C21 -2.149 4.592 -1.514
O13 -0.987 -0.275 5.021
H33 5.565 3.588 -0.583
H34 -2.167 -3.457 -3.544
H35 3.211 0.183 -0.394
H36 -6.206 -1.619 1.157
H37 -7.320 0.627 1.380
H38 4.225 -2.377 0.277
C22 -0.368 0.232 3.811
O14 1.146 3.951 -0.646
H39 -4.788 1.313 -0.704
C23 -1.266 0.779 5.819
C24 -0.788 1.121 0.344
C25 2.318 -1.634 3.714
H40 1.312 -3.475 -2.411
H41 -2.490 1.112 -1.306
H42 1.372 1.792 -2.466
H43 5.935 3.239 -2.330
C26 2.997 0.686 -1.337
C27 -1.406 4.438 -2.823
O15 -0.851 1.316 1.574
H44 1.409 -2.003 -1.346
H45 -6.271 -1.410 -0.622
H46 1.723 -1.246 0.013
H47 1.362 -0.435 1.626
O16 -1.413 -0.829 -3.073
H48 -0.263 2.341 3.259
O17 -1.231 1.868 5.132
H49 -2.705 -1.794 -1.608
H50 7.062 2.738 -1.151
H51 1.042 1.365 -3.622
C28 5.193 1.569 -1.094
H52 -1.887 2.757 -0.559
H53 -2.391 -0.528 -0.590
C29 -4.290 0.346 -0.632

Results of the Mulliken charge analysis, in e, for atoms 1 through 2:
1. O 0.216
2. H 0.392

Entry 3:
ORCA calculation (the ωB97M-V functional and the def2-TZVPD basis) on a cluster of 3 separate species, C29H53N2O8PS in total at a distorted geometry.

The value obtained for the LUMO energy (spin up / spin down) is -1.41 / -1.41 eV. The spin multiplicity is 3. Its gap between HOMO and LUMO (spin up / spin down) is 6.509 / 7.652 eV. The largest force on an atom comes out at 1.19 eV/A. As for the molar mass: 620.79 g mol⁻¹.

Geometry (Å):
C1 4.507 2.868 -1.281
H1 2.811 -1.750 -0.523
H2 4.388 3.361 -0.320
H3 5.479 3.168 -1.680
H4 5.803 7.321 -7.145
H5 -5.167 -4.734 4.535
H6 5.352 2.527 -8.036
H7 -2.190 0.303 -0.973
H8 6.209 2.822 -4.489
C2 5.815 0.858 -3.701
H9 -6.335 0.247 3.716
O1 2.264 4.200 -6.132
H10 -7.628 -2.177 6.808
C3 0.717 -0.794 -1.752
C4 -6.032 -4.521 5.159
C5 0.681 -1.658 -0.464
C6 -7.088 -3.113 6.901
H11 -6.470 -0.628 7.383
C7 5.597 2.832 -7.015
H12 -3.018 -2.025 7.555
H13 1.613 -0.175 -1.781
H14 -2.447 -1.615 2.251
H15 2.151 -2.184 1.060
H16 -3.334 -1.158 5.299
C8 -2.327 -0.775 -1.074
C9 -4.039 -1.907 7.187
C10 -6.417 -0.104 6.432
H17 -3.784 -3.666 6.002
C11 4.311 1.025 -3.494
C12 -5.438 -0.732 5.428
C13 -4.542 -3.255 6.675
H18 6.537 3.370 -7.044
C14 4.477 4.887 -5.924
P1 5.770 6.048 -5.439
H19 6.372 1.088 -2.796
H20 -0.113 -0.099 -1.820
C15 2.039 -1.514 0.210
C16 -4.058 -0.870 6.068
H21 -4.636 -3.961 7.502
H22 -6.781 -3.221 7.942
H23 3.789 0.364 -4.185
H24 -4.618 -0.111 3.508
H25 3.788 1.124 -0.265
H26 0.788 -3.734 0.087
H27 7.409 1.617 -4.904
H28 -6.916 -4.503 4.522
H29 -1.719 -3.526 0.912
C17 -1.931 -3.018 -0.034
S1 7.571 5.394 -5.537
O2 2.581 6.225 -5.203
H30 -2.529 0.001 1.544
O3 5.316 6.551 -3.999
C18 -5.372 0.202 4.227
H31 -1.045 -4.627 -1.156
H32 -3.396 -0.968 -1.175
H33 6.038 -0.176 -3.970
O4 3.824 0.671 -2.219
H34 -7.424 -0.055 6.013
H35 -6.096 0.914 6.649
C19 0.463 -3.146 -0.778
H36 -3.719 -1.229 1.102
N1 -5.889 -2.080 4.950
H37 0.713 -1.406 -2.655
C20 3.070 3.245 -6.665
H38 -1.859 -1.092 -2.002
C21 -0.976 -3.539 -1.105
H39 -6.141 -5.332 5.881
C22 6.337 1.785 -4.801
H40 -7.817 -3.894 6.688
C23 4.417 1.353 -1.121
H41 3.751 3.241 -1.968
O5 5.454 7.374 -6.245
O6 -5.349 -2.392 3.822
C24 4.495 3.689 -6.533
N2 -0.378 -1.178 0.479
H42 -3.747 0.108 6.442
O7 2.665 2.232 -7.137
H43 -2.966 -3.252 -0.291
H44 4.007 2.043 -3.770
H45 1.125 -3.418 -1.602
H46 -5.120 1.205 4.572
H47 5.363 5.803 -3.386
C25 3.054 5.250 -5.678
H48 4.703 1.101 -6.090
H49 -4.633 -1.570 8.041
H50 2.193 -0.493 0.557
C26 -1.807 -1.510 0.171
H51 -1.262 -3.170 -2.094
C27 -2.669 -1.062 1.342
O8 -0.084 -1.394 1.715
H52 6.293 0.834 -6.730
C28 5.690 1.550 -6.170
H53 5.403 0.929 -0.919
C29 -5.883 -3.215 5.928

Results of the Mulliken charge analysis, in e, for atoms 1 through 2:
1. C -1.072
2. H 0.457

Entry 4:
ORCA calculation (the ωB97M-V functional and the def2-TZVPD basis) on a cluster of 3 separate species, C29H53NO4 in total.

The value obtained for the LUMO energy is 0.47 eV. Its gap between HOMO and LUMO is 10.380 eV. The largest force on an atom comes out at 0.82 eV/A. As for the molar mass: 479.75 g mol⁻¹. The SMILES is CCCCC[C@]1(c2ccncc2)OC(=O)O[C@H]1COCCC.CCCCCC.CCCCCC.

Geometry (Å):
H1 -2.213 -2.120 1.785
C1 -0.282 3.472 1.388
H2 -0.950 3.093 0.633
C2 1.768 -5.843 -3.209
H3 -3.019 0.711 2.747
H4 -1.787 -1.880 0.095
C3 4.538 0.342 -1.230
H5 4.261 2.272 -2.164
C4 5.647 1.039 -0.446
C5 0.935 0.539 0.739
C6 -5.318 4.419 2.144
C7 2.198 -5.801 -4.675
H6 5.005 -0.447 -1.824
O1 -1.220 -0.399 1.428
H7 -6.484 1.819 1.737
H8 2.898 -6.620 -4.854
H9 0.668 -2.200 0.770
C8 3.770 1.295 -2.173
H10 0.609 -2.582 -2.704
H11 1.861 5.114 4.029
H12 2.984 -1.979 -2.343
O2 3.379 0.106 2.967
H13 -3.187 1.199 4.433
N1 -0.004 5.062 3.163
C9 -4.900 3.218 1.296
C10 1.250 4.637 3.271
C11 2.279 1.478 -1.880
H14 1.390 -5.908 -6.686
C12 -0.180 -2.622 1.318
H15 3.469 -3.665 -2.467
H16 -7.322 3.756 2.686
H17 1.265 -6.795 -3.015
C13 -3.458 1.460 3.409
H18 -5.389 2.259 3.935
C14 1.932 2.464 -0.746
H19 5.240 1.787 0.237
H20 0.102 -2.633 2.371
C15 2.597 0.555 2.193
C16 -0.552 0.330 0.431
H21 0.607 -4.835 -1.719
H22 -7.255 4.744 1.225
H23 3.861 0.920 -3.195
C17 -6.829 4.612 2.221
H24 -1.765 4.829 2.122
H25 1.529 -0.136 0.118
H26 0.329 -5.092 -5.545
C18 0.836 -4.709 -2.779
C19 1.611 1.914 0.632
C20 -5.394 1.863 1.808
H27 -1.019 -4.635 1.514
H28 1.819 1.876 -2.788
C21 1.034 -5.917 -5.655
C22 1.385 -3.298 -2.992
H29 -2.987 2.419 3.186
H30 -7.080 5.494 2.812
C23 -0.744 4.480 2.225
H31 -5.409 0.564 3.512
C24 -0.409 -4.049 0.824
H32 -4.909 4.325 3.154
H33 -0.905 -4.053 -0.149
H34 1.578 -3.123 -4.054
H35 3.843 -0.147 -0.544
C25 -4.971 1.528 3.238
H36 -0.117 -4.800 -3.308
C26 -1.418 -1.768 1.123
H37 0.536 -4.581 0.713
O3 2.881 1.502 1.268
H38 -0.611 -0.196 -0.529
C27 1.810 3.634 2.487
H39 -3.808 3.202 1.221
H40 2.773 3.151 -0.610
C28 1.027 3.008 1.525
H41 -1.071 1.273 0.319
C29 2.647 -3.005 -2.186
H42 -5.018 1.084 1.137
O4 1.292 0.190 2.096
H43 1.092 3.085 -1.064
H44 1.826 0.495 -1.732
H45 2.660 -5.842 -2.577
H46 2.754 -4.880 -4.875
H47 -4.866 5.318 1.718
H48 6.314 1.556 -1.140
H49 0.487 -6.849 -5.498
H50 -5.269 3.360 0.275
H51 2.465 -3.137 -1.116
H52 2.842 3.357 2.646
H53 6.232 0.336 0.145

Results of the Mulliken charge analysis, in e, for atoms 1 through 2:
1. H 0.293
2. C -0.133

Entry 5:
ORCA calculation (the ωB97M-V functional and the def2-TZVPD basis) on a cluster of 9 separate species, C29H54Br6N6O in total at a distorted geometry.

The value obtained for the LUMO energy is -0.17 eV. Its gap between HOMO and LUMO is 9.374 eV. The largest force on an atom comes out at 4.51 eV/A. As for the molar mass: 982.22 g mol⁻¹. The SMILES is CN(C)C=O.BrCCBr.BrCCBr.BrCCBr.CCCC#N.CCCC#N.CCCC#N.CCCC#N.CCCC#N.

Geometry (Å):
H1 -1.374 -2.169 3.028
C1 4.499 -0.686 -7.124
Br1 5.940 -2.204 4.611
H2 -0.530 -3.362 1.053
H3 -1.156 1.730 -7.404
H4 5.096 -0.214 3.308
H5 -5.307 -1.264 -1.620
H6 4.398 -0.937 -3.675
H7 -1.286 3.211 -0.627
H8 -0.726 0.893 1.516
N1 5.362 -1.157 -7.755
H9 -1.840 -3.875 4.474
H10 2.811 0.865 -4.739
H11 0.152 -1.093 6.208
H12 0.214 1.800 -6.327
C2 -4.654 -1.254 -2.493
C3 0.678 0.109 -1.523
Br2 3.339 2.661 1.981
C4 3.772 -0.087 5.112
C5 -2.644 -3.737 3.751
H13 -3.838 1.139 1.738
H14 3.549 4.448 0.085
H15 0.634 1.652 0.983
H16 -1.589 -2.027 7.659
H17 -2.760 -0.093 -5.397
H18 2.882 -1.066 -5.951
N2 1.620 -0.068 -2.219
Br3 -2.489 -2.727 -1.360
H19 -1.504 -0.819 -4.328
C6 4.800 -0.033 -4.132
H20 2.844 0.216 4.627
H21 3.939 -1.507 3.356
C7 -1.628 1.186 -4.203
C8 3.788 0.638 -5.165
H22 -1.167 -0.859 -6.932
C9 -1.762 -1.073 7.161
H23 0.289 -0.526 -5.919
H24 -2.722 -2.464 2.009
H25 -0.242 -4.310 2.457
H26 4.311 0.747 5.561
H27 -4.471 -3.384 -2.824
H28 -1.098 1.087 -1.173
H29 -1.192 -0.426 -0.621
N3 -3.906 -5.939 3.056
Br4 3.288 -1.381 6.489
H30 0.441 1.333 5.943
N4 -2.934 2.704 0.746
H31 -2.559 4.480 -0.337
H32 -3.395 -3.044 4.130
H33 -1.031 1.743 6.691
C10 -2.614 3.234 2.011
H34 -3.332 -2.423 -3.734
O1 -3.797 0.818 -0.334
C11 -3.579 1.508 0.734
H35 -2.380 -1.378 6.317
C12 -1.047 -3.901 1.847
H36 0.159 -0.380 7.830
C13 3.895 2.600 -0.962
H37 -3.914 -0.455 -2.468
C14 -0.691 -0.170 -6.235
H38 4.215 1.614 -5.392
H39 -1.651 -4.718 1.450
C15 0.067 0.743 0.783
H40 0.598 -1.324 1.157
H41 4.952 2.594 -0.693
H42 5.772 -0.236 -4.583
C16 -0.344 1.134 -6.985
C17 3.138 3.438 0.109
H43 -3.140 2.789 2.856
C18 3.373 -0.168 -6.325
C19 -1.957 -2.979 2.590
H44 3.572 1.567 -1.085
H45 -2.304 -0.390 7.816
C20 -3.380 -4.952 3.330
H46 4.972 0.731 -3.375
N5 -1.562 2.092 -3.507
Br5 3.747 3.427 -2.755
C21 -0.473 0.393 -0.610
Br6 -5.835 -0.871 -4.083
H47 1.160 -0.202 2.468
H48 -1.559 3.141 2.266
H49 -2.771 3.131 -1.421
C22 -0.383 -0.427 6.885
C23 -3.836 -2.500 -2.770
H50 2.679 0.417 -6.929
C24 -2.343 3.419 -0.460
C25 4.582 -0.894 3.988
N6 -1.858 0.712 3.804
H51 2.004 -0.179 1.042
C26 0.987 -0.335 1.400
H52 -2.839 4.299 2.057
H53 2.054 3.449 -0.006
C27 -1.262 0.805 4.815
C28 -0.561 0.942 6.121
H54 0.371 1.064 -7.805
C29 -1.729 -0.031 -5.047

Results of the Mulliken charge analysis, in e, for atoms 1 through 2:
1. H -0.067
2. C 0.115

> Number 3 is which compound?

C29H53N2O8PS

> What is the formula in the second record?

C29H53F3O17

> Which of these has the lowest largest force on an atom?

C29H53NO4

> Which formula does entry 3 have?

C29H53N2O8PS